{"formula": "C9H11N5O7", "method": "ωB97M-V/def2-TZVPD", "gap_ev": 6.9, "total_charge": 0, "e_homo_ev": -9.901, "fmax_ev_per_a": 3.1, "smiles": "O=[N+]([O-])c1cc([N+](=O)[O-])c2no[n+]([O-])c2c1.C[C@@H](O)CN", "species": ["O", "N", "O", "C", "C", "C", "N", "O", "O", "C", "N", "O", "N", "O", "C", "C", "H", "H", "C", "C", "O", "C", "N", "H", "H", "H", "H", "H", "H", "H", "H", "H"], "xyz": [[1.169, -4.165, -0.970], [1.455, -3.528, 0.068], [2.610, -3.499, 0.545], [0.399, -2.800, 0.739], [-0.952, -3.037, 0.385], [-1.987, -2.353, 1.035], [-3.373, -2.633, 0.696], [-4.303, -1.998, 1.226], [-3.568, -3.537, -0.148], [-1.637, -1.384, 2.064], [-2.444, -0.607, 2.839], [-1.591, 0.111, 3.636], [-0.248, -0.206, 3.369], [0.654, 0.347, 3.977], [-0.277, -1.186, 2.363], [0.756, -1.865, 1.737], [-1.181, -3.768, -0.387], [1.785, -1.686, 2.041], [3.146, 3.458, -1.887], [3.847, 2.720, -0.775], [4.364, 3.683, 0.137], [2.932, 1.740, -0.052], [3.676, 1.130, 1.057], [2.797, 2.757, -2.652], [2.271, 3.998, -1.502], [3.805, 4.180, -2.377], [4.692, 2.157, -1.202], [4.628, 3.181, 0.934], [2.096, 2.315, 0.371], [2.553, 1.003, -0.780], [3.032, 0.610, 1.652], [4.335, 0.452, 0.671]], "atomic_forces_ev_per_a": [[0.136, 1.349, 2.079], [2.158, -1.607, -1.474], [-2.382, 0.281, -0.616], [0.181, 1.738, 1.760], [-1.358, 0.643, 0.592], [1.588, -0.034, 0.103], [-2.490, -0.953, -1.076], [2.386, -0.857, -0.638], [0.635, 1.586, 1.489], [-2.056, 0.635, 0.644], [1.341, -1.117, -1.163], [1.146, -0.394, -0.386], [0.124, -0.663, -0.590], [-1.074, -0.661, -0.735], [-0.673, 1.324, 1.150], [0.493, -1.253, -1.081], [-0.020, 0.192, 0.187], [-0.125, -0.204, -0.271], [-0.376, 0.103, -0.248], [0.320, 0.199, 0.040], [0.013, -0.419, 0.368], [0.039, 0.166, -0.048], [-0.196, -0.408, -0.150], [0.031, 0.035, 0.076], [0.202, -0.068, -0.029], [-0.014, -0.118, 0.186], [-0.048, -0.078, 0.006], [-0.197, 0.277, -0.388], [0.086, -0.194, -0.122], [-0.066, 0.187, 0.143], [0.312, 0.190, -0.021], [-0.119, 0.123, 0.214]]}

{"formula": "C19H37FeN2P", "method": "ωB97M-V/def2-TZVPD", "gap_ev": [3.6, 4.7], "total_charge": -1, "e_homo_ev": [-0.841, -1.938], "fmax_ev_per_a": 8.4, "multiplicity": 6, "species": ["C", "C", "C", "C", "C", "Fe", "N", "C", "C", "H", "H", "H", "H", "H", "H", "H", "H", "H", "H", "C", "C", "C", "C", "P", "N", "C", "C", "C", "C", "C", "C", "C", "C", "H", "H", "H", "H", "H", "H", "H", "H", "H", "H", "H", "H", "H", "H", "H", "H", "H", "H", "H", "H", "H", "H", "H", "H", "H", "H", "H"], "xyz": [[-1.187, 0.527, -4.071], [0.190, 0.805, -3.950], [0.403, 1.608, -2.762], [-0.846, 1.990, -2.281], [-1.968, 1.280, -2.977], [-0.259, -0.469, -2.328], [-2.699, 0.656, -1.823], [0.292, -2.003, -3.138], [1.445, -1.279, -2.585], [1.361, 1.959, -2.374], [1.003, 0.535, -4.620], [-1.040, 2.728, -1.491], [-2.721, 1.981, -3.453], [-1.702, 0.135, -4.950], [2.128, -0.801, -3.323], [-0.242, -2.717, -2.500], [-3.052, -0.216, -2.238], [1.957, -1.847, -1.783], [0.069, -2.094, -4.199], [-2.569, -0.779, 1.093], [-1.168, -1.331, 1.354], [-0.983, -1.698, 2.837], [-1.064, -2.576, 0.474], [0.111, -0.064, 0.870], [-0.033, -0.235, -0.721], [-0.265, 1.654, 1.518], [-0.344, 1.666, 3.069], [0.832, 2.615, 1.041], [-1.608, 2.159, 0.968], [1.921, -0.514, 1.123], [2.437, -0.119, 2.521], [2.103, -2.023, 0.937], [2.762, 0.194, 0.053], [-3.300, -1.586, 1.263], [-2.669, -0.432, 0.047], [-2.854, 0.039, 1.759], [-1.699, -2.501, 3.090], [0.028, -2.070, 3.067], [-1.193, -0.850, 3.504], [-1.304, -2.350, -0.571], [-0.089, -3.060, 0.485], [-1.805, -3.314, 0.810], [0.531, 1.209, 3.551], [-0.391, 2.717, 3.406], [-1.253, 1.166, 3.437], [0.929, 2.576, -0.052], [0.554, 3.647, 1.310], [1.803, 2.423, 1.511], [-1.817, 1.740, -0.024], [-2.452, 1.912, 1.622], [-1.593, 3.257, 0.885], [1.843, -0.565, 3.334], [3.470, -0.501, 2.624], [2.488, 0.969, 2.670], [1.723, -2.356, -0.033], [3.179, -2.257, 0.950], [1.637, -2.613, 1.737], [2.434, -0.093, -0.947], [2.724, 1.280, 0.118], [3.811, -0.115, 0.159]], "atomic_forces_ev_per_a": [[-0.585, -0.204, 0.245], [0.278, 1.885, -0.652], [-0.374, 0.747, -1.204], [0.176, 1.578, -0.133], [-0.884, 1.851, 0.102], [-2.649, 2.265, -1.700], [0.548, -1.269, -1.292], [1.245, -2.735, -0.909], [1.413, -2.703, -2.217], [-0.216, -0.290, -0.220], [-0.356, -0.216, 0.110], [0.238, -0.613, -0.396], [0.704, -0.073, -0.133], [0.367, -0.104, 0.335], [-0.337, -0.583, 0.610], [0.587, -0.513, -0.292], [-0.298, -0.049, 0.169], [-0.383, 1.013, -0.404], [0.148, 0.080, 0.188], [-0.398, 0.149, -0.054], [0.204, -0.015, 1.534], [-0.411, -0.480, 0.299], [0.075, -0.393, -0.363], [-0.651, -0.744, -4.932], [0.877, 1.119, 8.243], [-0.165, -0.041, 1.202], [0.128, 0.361, 0.084], [0.120, 0.244, -0.011], [-0.279, 0.032, -0.207], [0.005, 0.298, 1.318], [0.548, -0.261, 0.115], [0.251, -0.264, -0.012], [0.035, 0.019, -0.281], [0.221, 0.054, -0.003], [0.124, 0.052, 0.293], [0.118, -0.166, -0.003], [0.225, 0.196, 0.069], [-0.289, 0.079, -0.110], [0.070, -0.272, -0.220], [0.062, 0.129, 0.361], [-0.116, 0.011, 0.076], [0.056, 0.141, 0.186], [-0.293, 0.135, -0.089], [-0.029, -0.301, -0.078], [0.324, 0.176, -0.202], [0.027, -0.042, 0.234], [-0.060, -0.307, -0.019], [-0.210, 0.027, -0.185], [-0.193, -0.042, 0.146], [0.272, 0.023, -0.111], [0.139, -0.242, 0.027], [0.140, 0.125, -0.223], [-0.264, 0.112, 0.046], [-0.085, -0.379, -0.051], [-0.026, 0.114, 0.345], [-0.156, 0.148, 0.075], [0.040, 0.140, -0.171], [-0.029, 0.166, 0.260], [0.045, -0.156, 0.040], [-0.075, -0.014, 0.169]]}

{"formula": "C2H6N2", "method": "ωB97M-V/def2-TZVPD", "gap_ev": 11.5, "total_charge": 0, "e_homo_ev": -10.286, "fmax_ev_per_a": 1.0, "smiles": "C=N.C=N", "species": ["C", "N", "H", "H", "H", "C", "N", "H", "H", "H"], "xyz": [[4.284, -3.323, 1.533], [3.509, -3.642, 0.587], [5.338, -3.194, 1.278], [3.998, -3.266, 2.587], [2.591, -3.863, 0.979], [-3.527, 3.955, -1.159], [-4.293, 2.964, -0.995], [-3.511, 4.691, -0.353], [-2.944, 4.164, -2.055], [-4.099, 2.289, -1.741]], "atomic_forces_ev_per_a": [[0.399, -0.435, -0.288], [-0.238, -0.209, 0.406], [-0.058, 0.364, 0.195], [0.016, 0.045, -0.071], [-0.120, 0.236, -0.243], [-0.522, 0.430, 0.448], [0.797, -0.601, -0.138], [0.022, 0.243, -0.250], [0.300, -0.192, 0.078], [-0.597, 0.121, -0.138]]}

{"formula": "CH4IN", "method": "ωB97M-V/def2-TZVPD", "gap_ev": [9.5, 7.3], "total_charge": 0, "e_homo_ev": [-9.492, -8.703], "fmax_ev_per_a": 2.8, "species": ["C", "N", "I", "H", "H", "H", "H"], "xyz": [[-1.501, -0.742, 0.229], [1.372, 1.222, -0.109], [2.806, -0.059, 0.086], [-2.039, -0.249, -0.579], [-1.971, -1.671, 0.512], [-0.500, -0.529, 0.344], [1.833, 2.029, -0.484]], "atomic_forces_ev_per_a": [[-2.454, -0.466, -1.197], [-1.126, 0.030, 0.189], [0.875, -0.889, 0.159], [0.223, 0.202, 0.296], [0.304, -0.080, 0.420], [1.894, 0.339, 0.488], [0.285, 0.864, -0.356]]}

{"formula": "C5H10N3", "method": "ωB97M-V/def2-TZVPD", "gap_ev": [8.4, 8.4], "total_charge": 1, "e_homo_ev": [-12.989, -12.989], "fmax_ev_per_a": 6.0, "species": ["C", "C", "C", "C", "C", "N", "N", "N", "H", "H", "H", "H", "H", "H", "H", "H", "H", "H"], "xyz": [[-2.695, 0.061, 0.007], [-2.399, 1.345, -0.165], [-2.082, -2.165, 0.431], [1.378, 0.120, 0.215], [2.771, 0.628, 0.116], [-1.720, -0.940, -0.024], [-2.273, 2.558, -0.232], [0.511, 0.168, -0.702], [-3.747, -0.195, 0.053], [-1.247, -2.923, 0.463], [-3.082, -2.384, 0.769], [1.141, -0.197, 1.242], [3.356, -0.216, 0.308], [3.012, 1.383, 0.876], [3.164, 1.013, -0.899], [-1.802, 3.105, 0.482], [-0.782, -0.548, -0.301], [0.901, 0.520, -1.498]], "atomic_forces_ev_per_a": [[-0.330, 0.399, -0.699], [0.225, 2.391, 0.763], [3.722, 2.462, -1.668], [0.739, 1.454, 0.603], [0.405, 1.389, -1.747], [-4.095, -3.706, 2.398], [0.487, -2.389, -0.793], [-1.129, -1.511, 2.790], [0.133, -0.115, 0.373], [-1.274, 0.835, -0.062], [-0.138, 0.160, -0.088], [-0.386, -0.297, -0.470], [1.367, -1.330, 0.603], [-0.251, -0.254, -0.069], [-1.203, -0.507, 1.408], [-0.527, 0.058, 0.295], [1.263, -0.278, -0.623], [0.994, 1.240, -3.013]]}

{"formula": "C5H14", "method": "ωB97M-V/def2-TZVPD", "gap_ev": 12.5, "total_charge": 0, "e_homo_ev": -11.363, "fmax_ev_per_a": 1.3, "smiles": "CCC.CC", "species": ["C", "C", "C", "H", "H", "H", "H", "H", "H", "H", "H", "C", "C", "H", "H", "H", "H", "H", "H"], "xyz": [[0.280, -0.812, -0.954], [1.771, -1.121, -0.928], [2.719, 0.073, -0.650], [-0.229, -1.784, -0.937], [-0.042, -0.357, -1.888], [-0.034, -0.294, -0.057], [1.999, -1.879, -0.173], [2.092, -1.555, -1.865], [2.212, 0.885, -0.109], [3.570, -0.273, -0.066], [3.077, 0.562, -1.559], [-1.782, 0.661, 1.752], [-2.758, 1.080, 0.654], [-1.722, -0.419, 1.917], [-0.803, 1.074, 1.532], [-2.100, 1.020, 2.727], [-2.514, 2.076, 0.297], [-3.791, 1.133, 1.010], [-2.780, 0.386, -0.188]], "atomic_forces_ev_per_a": [[0.190, -1.288, -0.149], [0.799, 0.568, 0.294], [-0.590, 0.265, -0.065], [-0.156, 0.129, 0.032], [0.031, 0.521, 0.186], [-0.095, 0.396, -0.122], [-0.305, 0.030, 0.024], [-0.103, -0.282, -0.353], [0.081, -0.341, 0.200], [0.105, 0.222, -0.053], [0.065, -0.257, -0.054], [-0.366, -0.153, 0.214], [-0.449, -0.193, 0.169], [0.133, 0.037, -0.444], [0.242, -0.194, 0.174], [0.023, 0.443, 0.060], [0.049, 0.067, -0.179], [0.092, -0.076, 0.108], [0.254, 0.104, -0.042]]}